# C9H12N3

An isolated ion of composition C9H12N3 and charge +1 at a distorted geometry (wB97M-V/def2-TZVPD, the Open Molecules 2025 dataset).

total charge	+1
ΔE to the lowest compared entry with this formula, charge and spin	32.8	kcal per mole
energy	-13990.020	eV
structure (SMILES)	NC(=[NH2+])C1(c2ccccn2)CC1

Element x y z (Å)
1 N -0.33229 2.12859 1.00890
2 C 0.75922 1.45730 0.80065
3 N 1.91357 1.75306 1.32791
4 C 0.70633 0.12530 -0.18134
5 C -0.75269 -0.45229 -0.25342
6 C -0.92194 -1.82919 -0.47873
7 C -2.19970 -2.33127 -0.47215
8 C -3.33141 -1.47054 -0.21527
9 C -2.99912 -0.18693 0.04453
10 N -1.77171 0.35941 0.08881
11 C 1.67973 0.29112 -1.30748
12 C 1.91909 -0.74866 -0.26311
13 H -1.08092 1.67790 0.48134
14 H -0.35998 3.08405 1.36434
15 H 2.70882 1.11540 1.08209
16 H 2.01419 2.44425 1.96523
17 H -0.03753 -2.45947 -0.52851
18 H -2.54131 -3.30994 -0.78763
19 H -4.30311 -1.98236 -0.19558
20 H -3.59364 0.63879 0.21967
21 H 2.16620 1.35274 -1.25411
22 H 1.52155 0.03840 -2.43939
23 H 1.84039 -1.86413 -0.55809
24 H 2.73470 -0.73735 0.51186

***

# C5H8O2

A 2-piece molecular cluster, C5H8O2 overall (wB97M-V/def2-TZVPD, the Open Molecules 2025 dataset).

ΔE to the lowest compared entry with this formula, charge and spin	53.3	kcal per mole
energy	-9407.520	eV
structure (SMILES)	C=C1CC1.O=CO

Element x y z (Å)
1 C -0.01607 -1.59251 0.10559
2 C 0.69180 -0.50262 -0.12130
3 C 1.68033 0.44913 0.38878
4 C 1.34456 0.36719 -1.10449
5 H -0.57427 -2.08667 -0.68587
6 H -0.08215 -2.01431 1.10702
7 H 2.61474 0.03760 0.76089
8 H 1.34659 1.35718 0.89008
9 H 0.83956 1.23589 -1.52649
10 H 2.03500 -0.12396 -1.78578
11 O -2.83439 -0.52227 0.07956
12 C -2.00949 0.09590 0.69646
13 O -1.36809 1.17830 0.22015
14 H -1.69367 -0.10829 1.72896
15 H -1.62395 1.24566 -0.71614

***

# C17H19BaNPS

C17H19BaNPS as an isolated structure at a distorted geometry (wB97M-V/def2-TZVPD, the Open Molecules 2025 dataset).

total charge	-1
ΔE to the lowest compared entry with this formula, charge and spin	23.4	kcal per mole
energy	-40239.565	eV

Element x y z (Å)
1 C -0.02139 0.21485 -5.04334
2 C -1.20936 -0.57076 -5.21270
3 C -0.95121 -1.87442 -4.71265
4 C 0.40824 -1.93533 -4.31447
5 C 0.98292 -0.63384 -4.48281
6 Ba -0.44967 1.31168 -1.08606
7 P -1.32968 4.08675 -2.25658
8 H 0.13439 1.25215 -5.35693
9 H -2.14095 -0.21116 -5.63808
10 H -1.66394 -2.67548 -4.66006
11 H 2.01807 -0.34903 -4.32109
12 H 0.92445 -2.79921 -3.91374
13 H -2.30496 4.28393 -1.18195
14 H -1.85556 4.88031 -3.34027
15 H -0.21999 4.88769 -1.74609
16 N -0.90045 -1.00663 -0.15760
17 S -1.28092 -0.71750 1.40082
18 C -0.23609 -1.81529 2.35384
19 C -0.85781 -2.57380 3.34418
20 C -0.10079 -3.44414 4.13925
21 C 1.28335 -3.56397 3.90676
22 C 1.89325 -2.81791 2.88450
23 C 1.12096 -1.95969 2.09314
24 C -0.37994 0.84897 1.72602
25 C 0.91591 1.04121 1.20172
26 C 1.36750 2.37460 1.03837
27 C 0.82049 3.35113 1.89857
28 C -0.31178 3.07534 2.67460
29 C -0.96031 1.83647 2.54606
30 H -1.03754 -2.00215 -0.35672
31 H -1.93820 -2.46021 3.46403
32 H -0.60507 -4.01254 4.94054
33 H 1.87302 -4.25619 4.51054
34 H 2.97334 -2.89434 2.70498
35 H 1.58060 -1.40583 1.28314
36 H 1.46035 0.19862 0.73346
37 H 2.17850 2.62924 0.34024
38 H 1.31949 4.32040 2.01653
39 H -0.68279 3.82450 3.41398
40 H -1.81639 1.56157 3.16588

***

# C30H27N4OPReS3

C30H27N4OPReS3 as an isolated structure at a distorted geometry (wB97M-V/def2-TZVPD, the Open Molecules 2025 dataset).

⟨S²⟩	0.77
ΔE to the lowest compared entry with this formula, charge and spin	5.1	kcal per mole
energy	-83483.163	eV
multiplicity	2

Element x y z (Å)
1 Re 1.52340 -0.41597 0.14635
2 N 5.42774 0.49237 -1.65835
3 C 4.39387 0.07019 -0.89845
4 S 3.10477 1.20284 -0.57449
5 N 4.45865 -1.13135 -0.39070
6 N 3.34978 -1.40226 0.36609
7 C 3.46860 -2.32910 1.26431
8 C 2.34446 -2.46555 2.14063
9 C 2.32672 -3.33402 3.23593
10 C 1.22722 -3.36355 4.05679
11 C 0.14813 -2.52555 3.76832
12 C 0.22183 -1.69768 2.67685
13 N 1.29456 -1.65595 1.86528
14 H 5.35799 1.36158 -2.15220
15 H 6.13595 -0.17134 -1.91675
16 H 4.38564 -2.89179 1.37239
17 H 3.19098 -3.95668 3.42189
18 H 1.19849 -4.02341 4.91361
19 H -0.74208 -2.51489 4.38066
20 H -0.59458 -1.04544 2.40543
21 C -1.07624 -3.60032 -2.44078
22 C -0.14085 -2.49621 -2.02710
23 S 0.22258 -2.34211 -0.37728
24 C 0.43796 -1.63105 -2.91034
25 C 0.17175 -1.66615 -4.39037
26 S 1.55632 -0.50440 -2.31743
27 H -1.34016 -4.22360 -1.58782
28 H -0.62305 -4.23424 -3.20499
29 H -2.00198 -3.19310 -2.85794
30 H -0.80193 -2.10406 -4.60991
31 H 0.93005 -2.25995 -4.90769
32 H 0.20137 -0.66055 -4.80924
33 O 2.52509 0.70568 2.74787
34 C 1.71875 0.88526 1.85465
35 C 0.80824 2.10069 2.02068
36 C 1.07845 3.06345 2.99029
37 C 0.24307 4.15807 3.11872
38 C -0.86923 4.29577 2.28744
39 C -1.14314 3.33545 1.32953
40 C -0.29955 2.23392 1.20277
41 P -0.49984 0.88325 0.00400
42 C -2.08395 0.11110 0.49772
43 C -2.64565 0.32158 1.75381
44 C -3.78191 -0.37672 2.14681
45 C -4.37100 -1.28893 1.28570
46 C -3.82322 -1.49994 0.02616
47 C -2.68670 -0.81024 -0.36118
48 C -0.97055 1.82396 -1.49734
49 C 0.04226 2.44429 -2.22711
50 C -0.26221 3.23605 -3.32274
51 C -1.58359 3.41588 -3.70914
52 C -2.59928 2.81378 -2.98304
53 C -2.29428 2.02645 -1.87990
54 H 1.94893 2.93189 3.61984
55 H 0.45365 4.91595 3.86308
56 H -1.51595 5.15830 2.38869
57 H -2.00384 3.44272 0.67922
58 H -2.20126 1.03939 2.43303
59 H -4.20731 -0.20013 3.12662
60 H -5.25374 -1.83515 1.59271
61 H -4.28046 -2.20791 -0.65352
62 H -2.25969 -0.98818 -1.34190
63 H 1.07649 2.31188 -1.93787
64 H 0.53721 3.70838 -3.87923
65 H -1.81987 4.02579 -4.57191
66 H -3.63346 2.95830 -3.26892
67 H -3.10041 1.57325 -1.31829

***

# C16H18N4O3S

One molecule with the formula C16H18N4O3S at a distorted geometry (wB97M-V/def2-TZVPD, the Open Molecules 2025 dataset).

ΔE to the lowest compared entry with this formula, charge and spin	36.2	kcal per mole
energy	-39822.148	eV
structure (SMILES)	COC(=O)c1cccc(NC(=O)CSc2nnc(C3CC3)n2C)c1

Element x y z (Å)
1 C -3.41074 -0.70837 2.30662
2 O -2.28394 -0.02498 1.77772
3 C -2.56334 0.93450 0.86860
4 O -3.68872 1.17715 0.51171
5 C -1.34908 1.60460 0.35727
6 C -1.46764 2.46402 -0.73314
7 C -0.33630 3.05096 -1.26777
8 C 0.91628 2.78594 -0.74164
9 C 1.03711 1.92894 0.34840
10 N 2.27609 1.54559 0.87217
11 C 3.44488 1.46603 0.16591
12 O 3.76742 2.20196 -0.72888
13 C 4.37172 0.34764 0.63994
14 S 3.47855 -1.11802 1.25060
15 C 2.25671 -1.20849 0.00348
16 N 2.37175 -0.72648 -1.19994
17 N 1.18968 -0.88446 -1.80995
18 C 0.36387 -1.46109 -0.97862
19 C -1.03174 -1.78608 -1.25114
20 C -1.42681 -2.12858 -2.66506
21 C -1.83278 -0.81823 -2.08717
22 N 0.99604 -1.69615 0.21672
23 C 0.47050 -2.30033 1.40737
24 C -0.09876 1.35563 0.90781
25 H -4.11894 0.00291 2.73538
26 H -3.03249 -1.37960 3.07414
27 H -3.91720 -1.27133 1.51940
28 H -2.44699 2.64461 -1.14780
29 H -0.42354 3.71361 -2.11494
30 H 1.80283 3.21227 -1.18051
31 H 2.20370 0.91195 1.66182
32 H 5.00438 0.05433 -0.19705
33 H 4.99567 0.68155 1.47046
34 H -1.53912 -2.29909 -0.44431
35 H -0.63675 -2.12620 -3.39872
36 H -2.17472 -2.89408 -2.80590
37 H -1.31428 0.06275 -2.43074
38 H -2.86550 -0.65535 -1.81886
39 H 1.21344 -2.21462 2.20004
40 H -0.44667 -1.78950 1.70649
41 H 0.25701 -3.35765 1.23700
42 H -0.01157 0.70174 1.76310

***

# C6H8N2

A 2-piece molecular cluster, C6H8N2 overall (wB97M-V/def2-TZVPD, the Open Molecules 2025 dataset).

ΔE to the lowest compared entry with this formula, charge and spin	25.6	kcal per mole
energy	-9330.599	eV
structure (SMILES)	c1cncnc1.C=C

Element x y z (Å)
1 C 2.35000 1.15126 -1.51860
2 C 1.42369 2.18799 -1.50617
3 N 1.06442 2.80884 -0.37416
4 C 1.65425 2.36720 0.74384
5 N 2.55496 1.38226 0.85093
6 C 2.89643 0.77845 -0.29571
7 H 2.63708 0.64954 -2.45212
8 H 0.94735 2.54048 -2.43054
9 H 1.36716 2.86892 1.67736
10 H 3.63438 -0.03125 -0.22204
11 C -3.29426 -3.12867 0.36458
12 C -3.54899 -2.43921 1.47782
13 H -3.76868 -2.86395 -0.58730
14 H -2.60332 -3.97943 0.37021
15 H -4.23993 -1.58845 1.47219
16 H -3.07457 -2.70394 2.42970

***

Question: Among the records above, which one has the lowest energy?
Answer: C30H27N4OPReS3